[1]
C5H6O as an isolated structure at a distorted geometry, computed with wB97M-V/def2-TZVPD.

Properties
strongest force on any atom	1.029	eV/Å
LUMO level	-0.0005	hartree

```
12
Properties=species:S:1:pos:R:3:nbo_charge:R:1
C -0.8355 0.3781 0.0567 -0.7406
C -0.9195 -1.1980 -0.2129 -0.4107
C 0.5457 -1.6320 -0.1706 -0.0426
C 0.7633 -0.3094 0.0050 -0.2349
C 1.7560 0.7008 0.1473 0.3760
O 1.3482 1.8697 0.2482 -0.5551
H -1.3065 0.6149 1.0163 0.2496
H 0.0712 1.2893 0.1499 0.4351
H -1.3363 0.9250 -0.7539 0.2560
H -1.3675 -1.4009 -1.1866 0.2308
H -1.5404 -1.6923 0.5353 0.2296
H 2.8213 0.4548 0.1655 0.2067
```

---

[2]
A 2-piece molecular cluster, C7H15N3O overall at a distorted geometry, computed with wB97M-V/def2-TZVPD.

Properties
strongest force on any atom	3.413	eV/Å
LUMO level (alpha / beta)	-0.3427 / -0.3411	hartree
total charge	+2

```
26
Properties=species:S:1:pos:R:3:nbo_charge:R:1
C -1.0390 2.1500 -0.6046 0.5182
C 1.2584 -1.7111 1.4361 -0.3743
C -0.2494 -1.6059 -0.9096 -0.0910
C 0.0323 -2.5517 1.3871 0.3052
C -1.1253 2.0290 -2.0985 -0.6966
C 2.1603 0.4307 0.6900 -0.4444
C -1.4877 1.1019 0.1677 -0.5753
N -0.6395 -2.5138 0.2627 -0.4173
N 0.3679 -0.4004 -0.4572 0.0162
N 1.1384 -0.5435 0.5098 -0.0285
O -0.5185 3.2257 -0.1297 -0.6264
H 1.4803 -1.3618 2.4302 0.2911
H 2.1692 -2.3176 1.2312 0.3129
H 0.5654 -2.0811 -1.4057 0.2633
H -1.1337 -1.4560 -1.4751 0.2719
H -0.3528 -2.8684 2.3273 0.2767
H -1.6132 2.9061 -2.5381 0.2850
H -0.1773 2.1655 -2.5162 0.2624
H -1.6368 1.0988 -2.3668 0.2244
H 1.6518 1.4017 0.7966 0.2627
H 2.7773 0.2183 1.5330 0.2455
H 2.7414 0.5505 -0.1667 0.2615
H -2.3007 0.5375 -0.2808 0.2239
H -1.5726 1.0752 1.2143 0.2181
H -1.5472 -3.0717 0.2814 0.4831
H -0.9490 3.5921 0.6817 0.5318
```

---

[3]
An isolated ion of composition C4H7O2S2 and charge -1 at a distorted geometry, computed with wB97M-V/def2-TZVPD.

Properties
strongest force on any atom	2.297	eV/Å
LUMO level	0.1100	hartree
total charge	-1
SMILES	CSSCCC(=O)[O-]

```
15
Properties=species:S:1:pos:R:3:nbo_charge:R:1
C -0.5347 3.4650 0.3439 -0.7580
S -0.4309 2.1681 -0.9324 0.0546
S -1.3345 0.4742 -0.4304 0.0260
C -0.3968 -0.5704 0.8478 -0.4628
C -0.1729 -1.9606 0.3067 -0.5709
C 1.3722 -2.3514 0.2915 0.7713
O 1.9680 -2.3290 1.3827 -0.7891
O 1.8564 -2.5213 -0.8540 -0.7823
H -0.6129 4.3926 -0.2284 0.2114
H -1.4362 3.3262 0.9390 0.2232
H 0.4199 3.4722 0.8504 0.2156
H 0.4611 -0.0685 1.2838 0.2415
H -1.2337 -0.4821 1.5450 0.1925
H -0.6056 -2.1889 -0.6627 0.2192
H -0.4903 -2.6617 1.0852 0.2078
```

---

[4]
A 2-piece molecular cluster, C2H6NO overall at a distorted geometry, computed with wB97M-V/def2-TZVPD.

Properties
spin multiplicity	2
strongest force on any atom	1.352	eV/Å
LUMO level (alpha / beta)	0.2625 / 0.2566	hartree
total charge	-2

```
10
Properties=species:S:1:pos:R:3:mulliken_spin:R:1
C 0.7493 1.1843 1.5514 0.2297
O 0.1332 0.5539 0.5158 -0.3167
H 1.7931 1.5199 1.3129 -0.0222
H 0.2128 2.1094 1.8799 0.0207
H 0.8996 0.5227 2.4382 -0.0097
C -1.0543 -1.2029 -1.8211 3.9027
N 0.0229 -1.6226 -1.3018 -0.2485
H -1.4842 -1.7472 -2.6747 -2.5206
H -1.5390 -0.3133 -1.4121 0.0165
H 0.2666 -1.0042 -0.4884 -0.0518
```